--- i ---
Entry from the Open Molecules 2025 dataset: 2 unconnected molecules or ions with the total composition C3H12N2OS (wB97M-V/def2-TZVPD).

Summary:
Total charge: +1
2S+1: 2
HOMO-LUMO gap (spin up / spin down) in eV: 9.9 / 4.1

XYZ file:
```
19
C3H12N2OS wB97M-V/def2-TZVPD
N 0.018 -1.161 -0.888
C -0.208 -0.108 0.064
C -1.717 0.074 0.414
S -2.786 0.726 -0.853
C 0.576 -0.258 1.361
N 1.991 -0.495 1.063
H -0.808 -1.334 -1.447
H -1.996 1.773 -1.175
H 0.273 -2.042 -0.451
H 0.125 0.811 -0.423
H -1.846 0.719 1.293
H -2.127 -0.914 0.647
H 0.533 0.656 1.917
H 0.109 -1.042 1.962
H 2.528 -0.550 1.929
H 2.094 -1.423 0.660
H 4.025 0.292 -1.242
H 3.258 0.550 0.081
O 4.139 0.585 -0.332
```

=====

--- ii ---
Entry from the Open Molecules 2025 dataset: a molecular structure, C3H12N2OS (wB97M-V/def2-TZVPD).

Summary:
Total charge: +1
2S+1: 2
HOMO-LUMO gap (spin up / spin down) in eV: 9.6 / 4.6

XYZ file:
```
19
C3H12N2OS wB97M-V/def2-TZVPD
C -0.315 -1.381 -0.716
C 0.393 -0.593 -1.806
S -0.716 -0.409 -3.236
N 0.483 -1.423 0.532
H -0.497 -2.400 -1.063
H -1.265 -0.907 -0.473
H 1.310 -1.098 -2.111
H 0.651 0.402 -1.448
H 0.006 0.558 -3.805
H -0.033 -1.796 1.317
H 0.760 -0.201 0.879
H 1.380 -1.896 0.441
N -1.015 1.093 1.898
C 0.129 1.768 1.347
O 1.182 0.937 1.146
H -0.895 0.891 2.887
H -1.857 1.641 1.772
H -0.172 2.247 0.403
H 0.473 2.567 2.036
```

=====

ii is the most stable structure; the next one sits 0.0128 hartree above it.

=====

--- i ---
Entry from the Open Molecules 2025 dataset: 2 unconnected molecules or ions with the total composition C10H19NO2S (wB97M-V/def2-TZVPD).

Summary:
Total charge: 0
HOMO-LUMO gap in eV: 9.4

XYZ file:
```
33
C10H19NO2S wB97M-V/def2-TZVPD
C -2.547 1.703 -1.928
C -2.908 1.521 -0.467
C -1.064 1.340 -1.925
C -1.725 1.108 0.354
C 1.083 -0.529 0.408
C -0.484 1.505 -0.482
C 1.904 0.539 -0.337
C 0.667 0.773 -0.134
C 4.347 -0.037 -0.767
C 3.173 0.920 -1.024
N -0.716 -1.227 2.856
O -2.210 -3.442 2.534
O 0.199 -3.450 2.177
S -0.946 -2.654 1.865
H -3.148 0.959 -2.497
H -2.691 2.776 -2.305
H -3.301 2.495 -0.057
H -3.786 0.810 -0.370
H -1.020 0.272 -2.424
H -0.463 1.996 -2.621
H -1.794 1.561 1.293
H -1.621 0.016 0.488
H 0.601 -1.479 -0.038
H 1.245 -0.725 1.481
H -0.299 2.631 -0.482
H -2.092 -4.057 3.296
H 4.786 0.137 0.239
H 5.126 0.232 -1.412
H 3.906 -1.085 -0.930
H 2.967 0.938 -2.198
H 3.361 1.977 -0.660
H -0.629 -0.484 2.204
H 0.096 -1.262 3.508
```

=====

--- ii ---
Entry from the Open Molecules 2025 dataset: C10H19NO2S in the gas phase (wB97M-V/def2-TZVPD).

Summary:
Total charge: 0
SMILES: CC[C@H]1C[C@]1(C1CCCC1)S(N)(=O)=O
HOMO-LUMO gap in eV: 10.4

XYZ file:
```
33
C10H19NO2S wB97M-V/def2-TZVPD
C 2.847 2.015 1.120
C 1.799 1.298 0.274
C 1.009 0.482 1.252
C -0.322 0.805 1.693
C -0.061 -0.395 0.763
C -0.880 -0.531 -0.535
C -1.273 0.767 -1.142
C -1.436 0.419 -2.637
C -0.289 -0.457 -2.916
C -0.269 -1.407 -1.684
S -0.135 -1.942 1.685
N -1.621 -1.949 2.392
O -0.033 -3.086 0.864
O 0.686 -1.843 2.839
H 2.255 2.839 1.685
H 3.393 2.628 0.374
H 3.338 1.216 1.656
H 2.204 0.925 -0.741
H 1.141 2.059 -0.203
H 1.687 0.110 2.078
H -0.606 0.611 2.735
H -0.587 1.606 1.027
H -1.776 -0.974 -0.147
H -0.409 1.404 -1.046
H -2.159 1.125 -0.624
H -1.495 1.246 -3.282
H -2.426 -0.174 -2.826
H -0.442 -0.970 -3.807
H 0.619 0.042 -2.931
H -1.110 -2.154 -1.790
H 0.565 -1.917 -1.480
H -1.583 -1.535 3.333
H -2.629 -2.260 2.019
```

=====

ii is the most stable structure; the next one sits 0.0400 hartree above it.

=====

--- i ---
Entry from the Open Molecules 2025 dataset: a gas-phase ion, C6H7O3 (charge -1) (wB97M-V/def2-TZVPD).

Summary:
Total charge: -1
SMILES: C=C1C[C@@]2([O-])O[C@@]2(O)C1
HOMO-LUMO gap in eV: 6.8

XYZ file:
```
16
C6H7O3 wB97M-V/def2-TZVPD
C -0.334 2.396 -0.150
C -0.137 1.092 -0.022
C 1.051 0.401 0.655
C 1.079 -1.152 0.390
O 2.063 -1.873 0.230
O -0.171 -1.631 1.135
C -0.331 -1.343 -0.184
O -0.687 -2.425 -1.014
C -1.140 -0.002 -0.405
H -1.179 2.856 -0.542
H 0.316 3.133 0.293
H 2.049 0.557 0.185
H 1.002 0.900 1.587
H 0.013 -3.120 -1.112
H -2.085 0.028 0.337
H -1.509 0.183 -1.383
```

=====

--- ii ---
Entry from the Open Molecules 2025 dataset: a molecular structure, C6H7O3 (wB97M-V/def2-TZVPD).

Summary:
Total charge: -1
HOMO-LUMO gap (spin up / spin down) in eV: 5.5 / 6.6

XYZ file:
```
16
C6H7O3 wB97M-V/def2-TZVPD
C -0.943 -0.614 -1.083
C -2.172 -0.782 -1.729
C -0.295 -1.251 -0.157
C -0.717 0.570 -2.021
C 1.195 0.278 2.280
C 1.514 0.724 0.970
O -0.126 -2.018 0.739
O -3.086 -1.584 -1.576
O -2.022 0.317 -2.466
H -0.551 1.497 -1.436
H 0.136 0.389 -2.749
H 0.271 0.639 2.647
H 1.210 -0.843 2.309
H 1.987 0.671 3.134
H 2.566 0.462 0.709
H 1.033 1.546 0.427
```

=====

i is the most stable structure; the next one sits 0.0710 hartree above it.

=====

--- i ---
Entry from the Open Molecules 2025 dataset: 6 unconnected molecules or ions with the total composition C2H16NO5 (wB97M-V/def2-TZVPD).

Summary:
Total charge: +1
HOMO-LUMO gap in eV: 10.9

XYZ file:
```
24
C2H16NO5 wB97M-V/def2-TZVPD
C 1.537 1.568 0.257
C -0.625 2.605 0.204
N 0.196 1.814 0.744
H 1.898 0.551 0.366
H 2.321 2.228 0.673
H 1.712 1.881 -0.784
H -0.300 3.327 -0.543
H -1.648 2.667 0.557
H -0.044 1.065 1.436
H -0.528 -0.946 1.950
H -0.957 -0.172 3.178
O -0.274 -0.190 2.519
H 0.697 -1.780 -1.348
H -0.300 -2.432 -2.415
O -0.229 -2.076 -1.529
H -1.345 -1.803 0.210
H -2.369 -1.993 1.476
O -1.961 -1.403 0.842
H 3.204 -1.758 -1.833
H 2.636 -2.546 -0.626
O 2.450 -1.831 -1.262
H -2.166 0.605 -2.101
H -1.807 -0.112 -0.810
O -2.097 0.732 -1.160
```

=====

--- ii ---
Entry from the Open Molecules 2025 dataset: 5 unconnected molecules or ions with the total composition C2H16NO5 (wB97M-V/def2-TZVPD).

Summary:
Total charge: +1
HOMO-LUMO gap in eV: 11.4

XYZ file:
```
24
C2H16NO5 wB97M-V/def2-TZVPD
C 2.440 -0.857 0.044
O 2.421 -0.912 1.456
C 1.026 -1.023 -0.511
N 0.080 -0.540 0.490
H 3.023 -1.694 -0.396
H 2.895 0.157 -0.195
H 3.305 -0.677 1.854
H 0.815 -0.435 -1.399
H 0.828 -2.256 -0.538
H 0.139 -1.079 1.305
H -0.930 -0.903 0.112
H 0.018 0.546 0.430
H -1.472 -3.940 -0.432
H -1.911 -4.297 1.076
O -1.652 -3.527 0.464
H -2.843 3.640 1.516
H -4.085 2.756 1.265
O -3.156 2.859 1.004
H 0.993 2.686 0.292
H -0.413 2.812 0.992
O 0.281 2.106 0.816
H -1.103 1.841 -3.663
H 0.086 1.293 -3.176
O -0.786 1.444 -2.807
```

=====

i is the most stable structure; the next one sits 0.0360 hartree above it.

=====

--- i ---
Entry from the Open Molecules 2025 dataset: a molecular structure, C26H32N3 (wB97M-V/def2-TZVPD).

Summary:
Total charge: +1
HOMO-LUMO gap in eV: 7.7

XYZ file:
```
61
C26H32N3 wB97M-V/def2-TZVPD
C -2.677 -0.121 2.820
C -1.741 1.055 3.109
C -0.816 1.395 1.937
C 0.534 0.690 1.949
N 1.730 1.286 1.901
C 2.871 0.545 2.345
C 2.587 -0.763 3.011
C 1.571 -1.500 2.188
N 0.410 -0.647 2.063
C -0.796 -1.349 1.614
C -1.923 -1.424 2.658
H -3.395 -0.218 3.644
H -3.263 0.094 1.911
H -2.361 1.940 3.332
H -1.151 0.858 4.017
H -1.304 1.201 0.966
H -0.666 2.466 1.998
H 3.508 0.291 1.479
H 3.482 1.165 3.009
H 3.529 -1.311 3.028
H 2.250 -0.617 4.043
H 1.945 -1.782 1.180
H 1.294 -2.431 2.695
H -1.161 -0.880 0.684
H -0.478 -2.381 1.391
H -1.533 -1.755 3.638
H -2.616 -2.204 2.314
C 6.944 3.323 3.890
N 5.639 3.503 3.287
C 5.166 2.945 2.130
C 3.798 3.249 1.964
C 2.804 2.660 1.067
C 1.959 3.633 0.323
C 0.691 3.807 0.837
C -0.331 4.461 0.153
C -0.008 5.117 -1.029
C -1.113 5.781 -1.775
C 1.319 5.105 -1.501
C 2.314 4.357 -0.850
C 3.511 4.240 3.002
C 2.318 4.841 3.403
C 2.216 5.277 4.715
C 3.306 5.217 5.590
C 4.565 4.758 5.156
C 4.653 4.323 3.847
H 6.853 3.359 4.983
H 7.399 2.362 3.599
H 7.617 4.143 3.596
H 5.801 2.351 1.486
H 3.223 1.905 0.370
H 0.536 3.362 1.820
H -1.351 4.432 0.543
H -0.735 6.481 -2.520
H -1.745 5.037 -2.271
H -1.761 6.313 -1.072
H 1.566 5.668 -2.394
H 3.347 4.336 -1.221
H 1.495 4.907 2.705
H 1.246 5.636 5.072
H 3.189 5.560 6.625
H 5.435 4.731 5.817
```

=====

--- ii ---
Entry from the Open Molecules 2025 dataset: 2 unconnected molecules or ions with the total composition C26H32N3 (wB97M-V/def2-TZVPD).

Summary:
Total charge: +1
HOMO-LUMO gap in eV: 5.9

XYZ file:
```
61
C26H32N3 wB97M-V/def2-TZVPD
C -1.281 1.163 3.447
C -0.324 0.241 2.818
N 0.811 -0.099 3.465
C 1.232 0.473 4.732
C 1.499 -1.098 2.775
C 0.719 -1.454 1.646
C 1.113 -2.604 0.966
C 2.371 -3.163 1.238
C 3.168 -2.708 2.300
C 2.704 -1.683 3.130
C -0.433 -0.532 1.633
C -1.496 -0.397 0.735
C -1.662 -1.219 -0.408
C -2.745 -2.076 -0.747
C -4.004 -2.377 -0.040
N -2.433 -2.733 -1.893
C -3.300 -3.692 -2.558
C -1.188 -2.321 -2.380
C -0.680 -1.369 -1.463
C 0.601 -0.869 -1.658
C 1.334 -1.303 -2.763
C 0.806 -2.245 -3.667
C -0.477 -2.781 -3.479
H -2.174 1.235 2.821
H -1.597 0.821 4.450
H -0.840 2.167 3.552
H 2.197 0.044 5.002
H 1.333 1.564 4.643
H 0.507 0.258 5.533
H 0.443 -3.076 0.251
H 2.756 -3.966 0.614
H 4.145 -3.146 2.504
H 3.241 -1.302 3.998
H -2.327 0.244 1.042
H -4.050 -1.786 0.881
H -4.864 -2.113 -0.677
H -4.099 -3.445 0.225
H -2.787 -4.028 -3.461
H -3.514 -4.559 -1.913
H -4.257 -3.223 -2.835
H 1.015 -0.167 -0.935
H 2.334 -0.916 -2.942
H 1.387 -2.579 -4.526
H -0.943 -3.516 -4.136
C 1.489 5.184 -1.342
C 0.161 4.870 -2.029
C -0.560 3.659 -1.423
N 0.282 2.517 -1.121
C 1.638 2.719 -0.658
C 2.361 3.929 -1.270
H 2.018 5.956 -1.909
H 1.312 5.581 -0.334
H -0.503 5.735 -1.961
H 0.364 4.682 -3.092
H -1.082 4.009 -0.511
H -1.345 3.330 -2.119
H -0.202 1.710 -0.745
H 1.675 2.831 0.448
H 2.214 1.808 -0.888
H 2.683 3.680 -2.291
H 3.256 4.131 -0.674
```

=====

ii is the most stable structure; the next one sits 0.0594 hartree above it.

=====

--- i ---
Entry from the Open Molecules 2025 dataset: C6H7NO2S in the gas phase (wB97M-V/def2-TZVPD).

Summary:
Total charge: 0
SMILES: C=C[C@]1([N+](=O)[O-])CC=CS1
HOMO-LUMO gap in eV: 8.5

XYZ file:
```
17
C6H7NO2S wB97M-V/def2-TZVPD
C -0.937 1.922 -1.326
C -0.572 1.547 -0.175
C -0.380 -0.093 0.130
N -1.719 -0.536 0.395
O -2.206 -0.289 1.481
O -2.322 -1.169 -0.450
C 0.683 -0.405 1.214
C 1.718 -1.170 0.482
C 1.646 -1.364 -0.812
S 0.136 -0.831 -1.449
H -1.049 2.998 -1.550
H -1.269 1.254 -2.119
H -0.415 2.161 0.750
H 0.517 -1.108 2.167
H 1.145 0.537 1.615
H 2.666 -1.440 1.004
H 2.357 -2.013 -1.357
```

=====

--- ii ---
Entry from the Open Molecules 2025 dataset: 2 unconnected molecules or ions with the total composition C6H7NO2S (wB97M-V/def2-TZVPD).

Summary:
Total charge: 0
HOMO-LUMO gap (spin up / spin down) in eV: 8.1 / 8.1

XYZ file:
```
17
C6H7NO2S wB97M-V/def2-TZVPD
C -0.170 -2.091 -0.151
C -0.773 -0.841 -0.142
C 1.682 -0.705 1.068
C 2.961 1.303 -0.367
C -2.223 -0.755 -0.586
C -0.102 1.588 0.595
N -0.067 0.126 0.439
O 3.140 1.978 0.547
O 2.722 0.749 -1.349
S 1.505 -2.191 0.336
H -0.743 -2.916 -0.508
H -2.669 -0.286 0.303
H -2.254 -0.062 -1.538
H -2.527 -1.686 -0.930
H 0.888 1.838 0.868
H -0.624 2.196 -0.093
H -0.748 1.755 1.508
```

=====

--- iii ---
Entry from the Open Molecules 2025 dataset: C6H7NO2S in the gas phase (wB97M-V/def2-TZVPD).

Summary:
Total charge: 0
SMILES: NS(=O)(=O)c1ccccc1
HOMO-LUMO gap in eV: 9.6

XYZ file:
```
17
C6H7NO2S wB97M-V/def2-TZVPD
N 1.217 -2.043 -0.842
S 0.069 -0.852 -1.136
O -1.161 -1.559 -1.296
O 0.811 -0.237 -2.191
C -0.007 0.089 0.302
C 0.836 1.191 0.317
C 0.391 2.376 1.190
C -0.520 2.189 2.196
C -1.162 0.899 2.291
C -0.937 -0.197 1.391
H 1.172 -2.578 0.069
H 2.363 -2.097 -1.344
H 1.453 1.441 -0.583
H 0.716 3.439 0.763
H -0.733 3.414 2.497
H -1.786 0.504 3.165
H -1.607 -1.103 1.277
```

=====

iii is the most stable structure; the next one sits 0.0042 hartree above it.